This record from the Open Molecules 2025 dataset describes C50H41Br2ClIN5O9PrS2 as an isolated structure in a non-equilibrium geometry. The level of theory is ωB97M-V/def2-TZVPD.

ORCA input file:
```
! wB97M-V def2-TZVPD RIJCOSX def2/J DEFGRID3
* xyz -1 3
Pr -0.118 -0.259 0.511
Br 2.585 -0.001 -4.104
C 1.138 1.130 -3.616
C 0.736 2.126 -4.488
C -0.301 2.947 -4.126
Br -0.858 4.297 -5.348
C -0.950 2.812 -2.887
C -1.997 3.648 -2.452
C -2.568 3.439 -1.227
C -2.102 2.377 -0.442
N -1.119 1.590 -0.809
C -0.527 1.778 -2.002
C 0.558 0.881 -2.363
O 0.974 -0.058 -1.605
H 1.236 2.255 -5.438
H -2.345 4.446 -3.094
H -3.375 4.059 -0.864
H -2.564 2.160 0.516
O -2.658 -0.529 0.926
C -3.576 -0.849 -0.136
C -2.720 -0.755 -1.490
O -3.300 -0.494 -2.531
O -1.519 -1.050 -1.311
C -3.954 -2.309 -0.176
C -3.133 -3.264 0.415
C -3.396 -4.611 0.250
C -4.485 -5.023 -0.499
C -5.310 -4.077 -1.084
C -5.048 -2.728 -0.929
C -4.786 0.050 -0.002
C -5.576 -0.130 1.133
C -6.668 0.684 1.363
C -6.984 1.690 0.467
C -6.204 1.871 -0.661
C -5.107 1.060 -0.896
H -3.137 -0.618 1.767
H -2.264 -2.955 0.982
H -2.741 -5.346 0.695
H -4.678 -6.079 -0.636
H -6.157 -4.399 -1.673
H -5.672 -1.991 -1.414
H -5.341 -0.925 1.831
H -7.274 0.533 2.245
H -7.836 2.328 0.653
H -6.456 2.653 -1.362
H -4.513 1.182 -1.788
O 5.461 2.431 -0.666
C 5.834 1.423 0.089
O 6.985 1.255 0.427
C 4.770 0.468 0.512
C 5.005 -0.750 1.133
Cl 6.470 -1.491 1.537
N 3.818 -1.358 1.340
N 2.812 -0.594 0.904
C 3.355 0.511 0.412
C 2.453 1.646 -0.001
O 2.914 2.547 -0.717
O 1.301 1.612 0.497
C 3.603 -2.609 1.957
C 2.906 -3.587 1.267
C 2.655 -4.801 1.879
C 3.097 -5.031 3.171
C 3.827 -4.059 3.839
C 4.091 -2.843 3.235
H 4.452 2.488 -0.807
H 2.548 -3.374 0.272
H 2.105 -5.555 1.338
H 2.857 -5.964 3.659
H 4.189 -4.236 4.840
H 4.661 -2.079 3.741
I -1.365 -1.742 3.804
C 0.464 -1.712 2.538
H 0.627 -2.793 2.417
H 1.205 -1.387 3.283
C 4.178 -0.284 5.924
C 3.224 0.443 5.027
C 3.684 1.253 3.996
C 2.800 1.966 3.199
C 1.439 1.853 3.420
C 0.967 1.034 4.432
C 1.852 0.336 5.231
S 0.191 2.617 2.345
C -0.522 3.681 3.695
O -0.814 1.532 2.198
H 5.169 -0.323 5.481
H 3.829 -1.294 6.127
H 4.257 0.242 6.875
H 4.746 1.324 3.806
H 3.183 2.593 2.409
H -0.101 0.933 4.568
H 1.468 -0.302 6.015
H -0.739 3.109 4.587
H -1.435 4.118 3.304
H 0.203 4.459 3.901
N 1.211 -2.670 -2.539
C 0.725 -3.664 -1.794
S 0.072 -3.340 -0.300
N 0.858 -4.918 -2.311
C 0.488 -6.175 -1.838
C 0.030 -6.428 -0.546
C -0.319 -7.714 -0.176
C -0.214 -8.769 -1.066
C 0.267 -8.528 -2.342
C 0.613 -7.247 -2.726
H 1.057 -1.705 -2.221
H 1.544 -2.810 -3.480
H 1.241 -4.935 -3.249
H -0.067 -5.615 0.151
H -0.678 -7.893 0.827
H -0.503 -9.768 -0.771
H 0.369 -9.345 -3.044
H 0.979 -7.068 -3.729
*
```

Molecular weight in g mol⁻¹: 1383.111
HOMO energy (spin up / spin down) in eV: -5.18 / -5.19
E_tot in eV: -274849.470
Frontier orbital gap (spin up / spin down) in hartree: 0.2639 / 0.2642